Record 1
The following is a quantum chemistry calculation of a cluster of 7 separate species, C33H78N2O7 in total in a non-equilibrium geometry, from the Open Molecules 2025 dataset.

Values from the calculation:
LUMO level = 0.50 eV
charge = 0
SMILES = CC1(C)CCCC(C)(C)N1O.CC1(C)CCCC(C)(C)N1O.CC(C)O.CC(C)O.CC(C)O.CC(C)O.CC(C)O
E_HOMO = -8.38 eV

```
120
C33H78N2O7 | the Open Molecules 2025 dataset | ωB97M-V/def2-TZVPD
O -0.59 0.73 1.46
O 0.93 -1.29 2.83
O -1.01 3.60 2.20
O 2.44 -0.75 -2.12
O -5.78 0.43 -0.53
O 0.75 -4.19 2.77
O -3.10 0.33 -5.24
N -2.41 3.32 2.39
N 3.43 -1.72 -2.40
C -1.30 0.24 -3.68
C 2.70 -5.46 2.27
C -0.89 0.79 -6.09
C 2.12 -3.36 0.94
C -0.49 -0.85 -0.28
C 4.77 -1.14 -2.42
C -2.82 3.89 0.09
C -4.23 -1.38 0.03
C -5.64 -0.22 1.75
C -4.86 -0.08 0.46
C -4.16 2.70 3.91
C 2.98 -2.66 -3.42
C 4.03 -3.78 -3.53
C -2.98 5.73 1.81
C -4.67 3.89 1.73
C 5.03 -0.14 -3.56
C 2.11 -4.07 2.30
C 1.94 -0.50 3.44
C 2.71 -2.06 -4.80
C 1.67 -3.24 -2.90
C -2.39 4.27 4.74
C 5.72 -2.33 -2.45
C 4.98 -0.40 -1.10
C -1.71 -0.02 -5.11
C 0.32 1.53 -0.65
C -0.69 0.62 0.03
C -2.68 3.09 3.81
C 2.77 0.24 2.39
C 2.79 -1.45 4.26
C -1.87 1.87 4.25
C 5.46 -3.27 -3.62
C -5.08 3.69 3.20
C -3.19 4.23 1.54
H -1.57 -1.08 -5.36
H 4.25 0.61 -3.59
H -1.91 5.95 1.89
H -5.09 4.64 3.75
H -4.94 3.00 1.16
H 2.24 -2.79 -5.46
H 4.57 -0.98 -0.27
H 6.75 -1.96 -2.41
H -5.32 0.45 -1.37
H -2.05 1.03 3.57
H 2.64 -3.43 3.01
H 3.79 -5.44 2.15
H 2.17 -2.06 4.90
H -4.09 0.70 0.59
H 5.21 -0.62 -4.52
H 2.96 -0.40 1.53
H 0.37 -0.70 2.30
H 3.07 -3.55 0.43
H -3.43 -1.64 0.73
H 1.50 0.24 4.11
H -1.70 0.90 -0.28
H 5.65 -2.76 -4.57
H -5.26 4.75 1.39
H 3.48 -0.90 4.90
H -4.31 1.71 3.46
H 1.36 1.22 -0.61
H 2.01 -2.29 1.11
H -4.43 2.66 4.97
H 2.00 -1.23 -4.70
H 5.96 0.41 -3.34
H -6.56 -0.77 1.57
H 3.40 -2.08 3.61
H 0.52 -3.37 3.23
H -0.80 2.07 4.17
H 3.59 -1.66 -5.30
H -1.86 -0.43 -3.03
H -0.23 0.08 -3.59
H -0.92 1.60 1.73
H 0.95 -2.44 -2.75
H -5.87 0.76 2.17
H -2.74 4.07 5.75
H 2.13 -1.03 -1.25
H -6.11 3.33 3.24
H -0.79 4.36 2.75
H -3.31 6.29 0.94
H -3.42 4.46 -0.62
H 4.49 0.57 -1.13
H 6.19 -4.08 -3.57
H 1.87 -3.64 -1.90
H 5.54 -2.90 -1.53
H -4.95 -2.19 0.08
H -1.00 -1.46 0.45
H 2.27 -6.05 1.45
H -2.87 5.18 4.39
H 2.48 -5.96 3.21
H -3.50 -0.23 -5.91
H 2.26 1.13 2.03
H 3.94 -4.41 -2.64
H -5.04 -0.75 2.49
H 0.57 -1.09 -0.36
H 3.77 -4.41 -4.38
H 0.22 2.56 -0.29
H 1.33 -4.07 -3.51
H -3.50 6.06 2.70
H -1.32 4.50 4.78
H 3.73 0.56 2.81
H -0.89 -1.00 -1.28
H -2.97 2.82 -0.03
H -1.17 0.58 -7.13
H 1.33 -3.74 0.30
H -1.01 1.87 -5.94
H -1.48 1.29 -3.43
H -1.76 4.07 -0.07
H -2.10 1.61 5.28
H 0.18 0.57 -6.04
H -3.76 -1.35 -0.96
H 0.08 1.61 -1.72
H 6.05 -0.21 -0.95
```


Record 2
The following is a quantum chemistry calculation of a cluster of 7 separate species, C33H78N4O3 in total in a non-equilibrium geometry, from the Open Molecules 2025 dataset.

Values from the calculation:
LUMO level = 0.31 eV
charge = 0
SMILES = CCN(CC)CC.CCN(CC)CC.CCN(CC)CC.CCN(CC)CC.CC(C)=O.CC(C)=O.CC(C)=O
E_HOMO = -7.83 eV

```
118
C33H78N4O3 | the Open Molecules 2025 dataset | ωB97M-V/def2-TZVPD
O 2.77 2.15 -3.72
O 0.04 -0.94 -0.25
O 0.37 3.26 3.35
N 5.48 -2.59 -2.07
N 0.43 6.35 -1.15
N -2.82 -5.82 5.14
N -3.65 0.49 -2.42
C -1.69 2.13 -3.11
C -2.47 1.32 -1.97
C 1.42 5.75 -0.25
C -5.32 0.31 -4.18
C -4.23 -0.43 -1.43
C 0.21 2.98 4.54
C 0.11 5.49 -2.29
C 1.78 0.09 -3.90
C 2.30 1.20 -3.11
C 5.69 -4.05 -1.96
C 1.36 5.17 -3.17
C 7.24 -4.36 -1.79
C 1.04 4.33 0.16
C -3.22 -6.62 3.91
C 4.08 -2.21 -2.20
C 2.27 1.12 -1.57
C -1.32 -5.95 5.33
C -2.96 -3.55 3.84
C -4.99 0.40 -0.34
C 6.24 -2.00 -3.24
C -3.23 -4.33 5.21
C 6.02 -2.83 -4.57
C -0.78 1.82 5.02
C 3.15 -2.74 -1.08
C 1.00 3.71 5.64
C -4.78 -6.70 3.86
C 0.73 7.75 -1.57
C -1.65 -1.48 1.41
C -0.79 -5.52 6.75
C -0.46 0.88 1.20
C -0.62 -0.54 0.68
C -4.62 1.26 -3.22
C -0.68 8.38 -1.84
H 1.34 1.64 -1.37
H 0.67 4.74 5.56
H -0.62 9.46 -1.94
H -2.65 -7.54 3.74
H -4.30 1.16 0.03
H -5.21 2.02 -2.72
H 0.72 3.33 6.63
H 0.59 1.14 1.10
H -1.85 -1.10 2.41
H 5.85 -1.02 -3.50
H 3.47 -2.52 -0.06
H -0.92 -5.39 4.49
H -1.36 8.36 -0.99
H -5.87 0.91 -0.74
H -5.03 -7.18 4.81
H -2.60 2.04 -1.16
H 6.43 -2.28 -5.42
H -0.98 1.70 0.70
H -5.25 -5.72 3.77
H 1.01 4.52 -3.98
H -5.13 -7.29 3.02
H -0.68 2.37 -2.77
H -1.54 1.55 -4.02
H 2.90 -3.80 -1.05
H -5.39 -0.27 0.42
H -0.95 1.00 4.32
H -1.13 -7.02 5.31
H 4.02 -1.13 -2.11
H -1.86 0.68 -1.32
H 0.20 -5.89 6.99
H -3.55 -4.06 3.08
H -0.75 5.89 -2.83
H 2.39 0.12 -1.14
H -1.39 -5.80 7.61
H 2.99 1.81 -1.12
H -4.68 -0.47 -4.60
H 7.26 -5.40 -1.47
H 1.36 7.82 -2.45
H -0.71 0.87 2.26
H 7.72 -4.21 -2.76
H 1.91 0.16 -4.98
H -2.39 2.95 -3.28
H -0.37 1.36 5.92
H -4.08 1.89 -3.93
H 7.25 -1.69 -2.99
H -0.76 -4.43 6.78
H -5.79 0.88 -4.98
H 2.21 -2.19 -1.09
H 5.11 -4.31 -1.08
H 2.18 4.62 -2.72
H -2.84 -5.99 3.11
H 1.66 3.73 0.82
H 1.11 3.67 -0.71
H 1.71 6.02 -3.75
H -2.55 -3.68 5.77
H 2.30 -0.82 -3.61
H -1.68 2.39 5.26
H -0.25 4.50 -2.01
H 5.15 -4.60 -2.73
H 2.36 5.69 -0.80
H -2.61 -1.59 0.92
H -4.21 -4.04 5.60
H -6.06 -0.29 -3.65
H 1.25 8.28 -0.77
H -1.13 -2.42 1.58
H 3.70 -2.41 -3.20
H 0.03 4.28 0.58
H -3.39 -0.97 -1.00
H -1.24 8.09 -2.73
H -3.34 -2.53 3.78
H 1.41 6.43 0.60
H -1.90 -3.63 3.59
H 4.99 -2.98 -4.86
H 7.78 -3.82 -1.00
H 0.71 0.05 -3.71
H -4.84 -1.15 -1.99
H 6.53 -3.80 -4.51
H 2.05 3.65 5.36
```


Record 3
The following is a quantum chemistry calculation of a cluster of 6 separate species, C33H83N5O11 in total in a non-equilibrium geometry, from the Open Molecules 2025 dataset.

Values from the calculation:
LUMO level = 0.71 eV
charge = 0
SMILES = COCCNCCOC.COCCNCCOC.COCCNCCOC.COCCNCCOC.COCCNCCOC.CC(C)O
E_HOMO = -8.51 eV

```
132
C33H83N5O11 | the Open Molecules 2025 dataset | ωB97M-V/def2-TZVPD
O -4.10 0.45 -1.86
O 3.25 -4.85 0.43
O 2.29 5.97 2.01
O -2.54 6.69 1.66
O 0.24 2.37 1.03
O 2.50 0.75 -3.25
O -2.81 0.55 4.42
O 5.32 1.43 1.63
O -1.63 -2.79 1.50
O 0.05 -4.85 -2.33
O 0.83 -1.81 -7.29
N -3.70 -2.04 3.48
N -0.35 5.01 2.59
N 1.84 -1.93 -4.72
N 3.88 -1.36 1.60
N -2.27 -2.25 -3.73
C 3.51 5.76 1.21
C -2.73 5.44 2.32
C -3.44 -0.82 -1.95
C -0.73 1.44 1.44
C -1.03 0.41 0.41
C -2.29 1.29 5.54
C 5.56 2.05 0.36
C -0.24 0.78 2.70
C -1.60 5.12 3.31
C -4.57 -0.90 3.67
C -4.04 -0.03 4.80
C -4.00 -2.77 2.30
C -2.81 -3.62 1.75
C -0.57 -3.51 0.88
C -2.80 -0.92 -3.36
C 3.07 -1.50 -4.00
C 2.07 1.60 -2.27
C 3.45 -0.10 0.99
C 0.75 4.77 3.48
C -3.64 6.96 0.81
C 3.95 1.13 1.79
C 2.94 -0.52 -2.76
C 0.05 -1.28 -6.18
C 3.60 -3.87 1.37
C -0.79 -4.17 -3.29
C -1.25 -2.78 -2.81
C -0.02 -2.44 -8.31
C 3.40 -2.48 0.78
C 3.16 -6.17 1.03
C 2.14 4.80 2.78
C -4.71 0.69 -0.59
C 0.98 -0.82 -5.06
C 1.30 -4.31 -2.07
H 6.62 2.29 0.30
H 0.62 -3.08 -8.92
H -2.76 -1.72 3.30
H -2.57 -4.29 2.57
H 4.40 5.82 1.83
H 3.71 0.92 2.83
H 1.00 1.40 -2.18
H 3.02 -4.02 2.28
H 1.95 -2.52 -5.53
H -0.15 5.78 1.97
H -0.93 0.02 3.07
H -2.91 4.66 1.58
H -2.71 -0.88 -1.14
H -5.17 1.68 -0.63
H 2.98 4.68 3.46
H 2.18 -0.85 -2.05
H 3.52 4.80 0.70
H -0.45 -2.08 -2.59
H 0.68 0.24 2.48
H 2.32 -6.18 1.73
H 4.09 -6.58 1.44
H 2.32 -2.38 0.63
H -4.84 -3.42 2.55
H -3.91 -0.61 5.71
H -3.07 1.79 6.11
H 0.01 -4.22 1.48
H -1.85 -2.95 -1.91
H 0.32 -0.69 -4.20
H -4.30 -2.19 1.43
H -4.47 7.21 1.47
H -3.94 0.73 0.19
H -1.89 4.17 3.76
H -3.39 7.77 0.13
H 1.71 -3.92 -3.00
H -1.81 0.67 6.29
H 0.55 3.75 3.81
H -3.88 6.06 0.23
H 3.73 -0.94 -4.67
H 1.92 -5.09 -1.65
H 0.08 3.17 1.54
H 0.02 1.53 3.44
H -2.11 -2.36 -4.72
H 5.04 2.99 0.18
H 2.79 -6.78 0.21
H 0.19 -2.81 0.52
H 3.33 1.99 1.53
H 5.41 1.40 -0.50
H 4.65 -3.93 1.65
H -1.71 -4.70 -3.52
H -4.66 0.84 5.02
H -0.57 -1.73 -8.93
H 4.88 -1.43 1.71
H -3.08 -4.20 0.87
H 1.53 0.06 -5.38
H -1.65 1.96 1.69
H -4.11 -1.66 -1.74
H -0.85 -4.01 -0.04
H -0.67 -3.22 -7.92
H -0.29 -4.02 -4.25
H -2.01 -0.18 -3.41
H -3.58 -0.56 -4.03
H 2.36 -0.10 0.97
H 3.85 -0.42 -2.17
H 3.90 -0.07 -0.01
H 2.64 1.43 -1.36
H 3.88 -2.48 -0.19
H -3.58 5.61 2.98
H -4.53 -0.21 2.83
H 3.60 -2.38 -3.64
H -1.23 0.85 -0.57
H -1.58 5.85 4.12
H 1.20 -3.47 -1.38
H -1.65 2.12 5.21
H -1.85 -0.25 0.68
H -0.13 -0.18 0.21
H -5.61 -1.15 3.85
H -0.73 -1.98 -5.86
H 0.68 5.44 4.33
H -0.47 -0.45 -6.67
H 3.64 6.55 0.47
H 2.16 3.92 2.13
H -5.50 -0.03 -0.37
H 2.19 2.62 -2.64
```


Which value of charge does entry 2 give? 0


Among the records above, which one has the lowest E_HOMO? C33H83N5O11